Record 1
{"formula": "H10N2Si4", "method": "ωB97M-V/def2-TZVPD", "charge": 0, "orbital_gap_ev": 9.480, "molar_mass_g_mol": 150.44, "de_lowest_kcal_mol": 2.0, "species": ["N", "N", "Si", "Si", "Si", "Si", "H", "H", "H", "H", "H", "H", "H", "H", "H", "H"], "xyz": [[-1.1947, 0.0800, -0.0473], [1.2269, -0.0373, -0.1406], [-0.1718, -1.3187, -0.1345], [0.1486, 1.2621, -0.0736], [-2.8822, -0.0587, 0.2955], [2.8872, -0.0206, 0.3089], [0.5925, -2.2459, 0.7795], [-0.4489, -1.8671, -1.5723], [-0.0414, 1.7989, -1.4323], [0.1663, 2.3661, 0.9034], [-3.3734, 1.2776, 0.7175], [-3.5109, -0.9877, 1.3179], [-3.3221, -0.3410, -1.1886], [3.8140, -0.1287, -0.9400], [3.4531, -1.1329, 1.1702], [3.3295, 1.2255, 1.0535]], "atomic_forces_ev_per_a": [[-0.38, -1.02, 2.33], [0.45, -1.16, 0.77], [3.01, 1.96, -2.10], [-1.57, -0.48, -1.30], [-0.91, 0.88, -1.90], [1.78, -0.29, -0.76], [-1.29, -0.13, 0.04], [0.23, -0.11, 1.44], [0.16, 0.63, 0.04], [0.19, -0.23, 0.27], [-0.01, -0.09, -0.07], [0.77, 0.03, -0.50], [-0.37, -0.08, 1.50], [-0.76, 0.21, 0.84], [-0.76, 0.20, -0.22], [-0.55, -0.30, -0.38]], "mulliken_charge": [0.306, 0.170, 0.155, 0.098, 0.116, 0.133, -0.103, -0.057, -0.104, -0.111, -0.119, -0.087, -0.068, -0.094, -0.117, -0.117]}

---

Record 2
{"formula": "C36H56N17O2P", "method": "ωB97M-V/def2-TZVPD", "charge": 0, "orbital_gap_ev": 8.458, "molar_mass_g_mol": 789.93, "species": ["C", "C", "C", "C", "C", "N", "P", "N", "C", "O", "O", "H", "H", "H", "H", "H", "H", "H", "H", "H", "H", "H", "C", "C", "N", "H", "H", "H", "C", "C", "N", "H", "H", "H", "C", "C", "N", "H", "H", "H", "C", "C", "N", "H", "H", "H", "C", "C", "N", "H", "H", "H", "C", "C", "N", "H", "H", "H", "C", "C", "N", "H", "H", "H", "C", "C", "N", "H", "H", "H", "C", "C", "N", "H", "H", "H", "C", "C", "N", "H", "H", "H", "C", "C", "N", "H", "H", "H", "C", "C", "N", "H", "H", "H", "C", "C", "N", "H", "H", "H", "C", "C", "N", "H", "H", "H", "C", "C", "N", "H", "H", "H"], "xyz": [[1.7462, -2.2557, 0.7160], [1.8779, -1.3903, -0.1231], [2.2101, -0.5240, -1.3482], [0.9192, 0.0777, -2.0843], [-0.0701, 0.8615, -1.1547], [-1.0847, 0.1272, -0.3672], [-1.5209, -1.4745, -0.8593], [-2.9475, -1.8429, -0.2350], [-1.0732, 0.3619, 1.0492], [-2.0208, 1.0411, 1.5096], [-0.1082, -0.0811, 1.9887], [1.3172, -2.9217, 1.5301], [2.8613, -1.0450, -2.1100], [2.8042, 0.3834, -1.0258], [0.4398, -0.6737, -2.7792], [1.3584, 0.8547, -2.7840], [-0.6076, 1.6318, -1.7906], [0.5646, 1.4694, -0.4351], [-1.6878, -1.5479, -2.2805], [-0.6225, -2.5033, -0.4737], [-3.2987, -1.0844, 0.3550], [0.4990, 0.6629, 2.1628], [1.1721, 4.4467, -3.8981], [2.1020, 3.5816, -3.1324], [2.8039, 2.8913, -2.5382], [0.1462, 4.1219, -3.7228], [1.2768, 5.4825, -3.5786], [1.3878, 4.3810, -4.9618], [-0.1675, -6.0891, 2.1270], [0.7615, -5.8223, 1.0013], [1.4814, -5.6148, 0.1292], [-1.1183, -5.5860, 1.9501], [-0.3429, -7.1612, 2.2164], [0.2645, -5.7185, 3.0566], [1.1245, 5.2814, -8.3394], [0.9000, 5.9533, -7.0369], [0.7247, 6.4903, -6.0352], [1.4699, 4.2555, -8.1949], [0.1938, 5.2637, -8.9060], [1.8763, 5.8282, -8.9083], [4.4986, -2.7792, 3.8960], [3.2588, -3.3950, 3.3698], [2.2970, -3.8744, 2.9613], [4.9734, -3.4521, 4.6011], [5.1930, -2.5771, 3.0752], [4.2616, -1.8429, 4.4021], [4.8837, -7.0258, 6.0917], [4.3826, -5.6301, 6.0928], [3.9992, -4.5460, 6.0936], [5.8226, -7.0798, 6.6413], [4.1546, -7.6835, 6.5651], [5.0514, -7.3592, 5.0679], [-2.5453, 3.2974, -1.2751], [-2.2354, 3.0814, -2.7116], [-1.9905, 2.9141, -3.8241], [-2.2556, 4.3061, -0.9803], [-3.6134, 3.1698, -1.1012], [-1.9974, 2.5767, -0.6658], [0.0683, 1.3492, -5.7873], [0.8566, 1.7957, -6.9670], [1.4816, 2.1421, -7.8709], [-0.9486, 1.7351, -5.8432], [0.0344, 0.2595, -5.7668], [0.5340, 1.7079, -4.8699], [-6.5198, 3.8571, -2.4954], [-6.1717, 4.2655, -1.1116], [-5.9004, 4.5816, -0.0389], [-5.8929, 4.3925, -3.2094], [-6.3631, 2.7857, -2.6160], [-7.5651, 4.0871, -2.6963], [-2.7684, -1.6973, 3.4141], [-2.8044, -2.6341, 4.5650], [-2.8323, -3.3596, 5.4572], [-3.1387, -0.7218, 3.7211], [-1.7530, -1.5873, 3.0342], [-3.4031, -2.0835, 2.6164], [3.0562, 1.0483, -11.4374], [2.4084, 2.3778, -11.3217], [1.9146, 3.4132, -11.2495], [4.0287, 1.0667, -10.9462], [2.4323, 0.2907, -10.9638], [3.1921, 0.7928, -12.4881], [-9.0925, 2.1580, 1.3146], [-8.8750, 2.0283, -0.1472], [-8.7047, 1.9279, -1.2793], [-8.8322, 3.1655, 1.6389], [-10.1387, 1.9660, 1.5516], [-8.4688, 1.4397, 1.8465], [7.8811, -3.3251, 7.4383], [7.8692, -4.5368, 6.5822], [7.8600, -5.4751, 5.9181], [7.0509, -3.3627, 8.1434], [8.8181, -3.2727, 7.9923], [7.7824, -2.4339, 6.8188], [-5.1970, 0.9053, 5.7265], [-5.5136, 0.0420, 4.5622], [-5.7584, -0.6199, 3.6553], [-5.3654, 1.9512, 5.4695], [-5.8337, 0.6406, 6.5702], [-4.1537, 0.7740, 6.0141], [8.5002, -4.6895, 2.3001], [7.6410, -3.4809, 2.2461], [6.9733, -2.5456, 2.2042], [8.3283, -5.2242, 3.2352], [8.2651, -5.3479, 1.4640], [9.5494, -4.4005, 2.2422], [-5.0389, 4.5135, 3.2362], [-5.0635, 4.7898, 4.6965], [-5.0823, 5.0015, 5.8264], [-4.1700, 4.9905, 2.7840], [-4.9853, 3.4383, 3.0629], [-5.9425, 4.9050, 2.7694]], "atomic_forces_ev_per_a": [[-1.64, 0.03, 0.67], [1.04, -0.02, -1.60], [-0.55, 0.56, 0.60], [1.00, 0.08, -0.36], [1.13, 1.36, -0.45], [1.79, -1.70, -0.30], [-3.63, -0.86, 1.54], [1.45, 0.65, 0.07], [-3.19, 2.67, 2.60], [2.90, -2.08, -1.41], [-0.60, 0.50, -2.28], [1.23, 1.22, -1.69], [-0.84, 0.23, 0.99], [-0.59, -1.00, -0.19], [0.25, 0.64, 1.03], [-0.60, -0.80, 0.82], [0.67, -1.10, 0.65], [-0.59, -0.66, -0.80], [0.99, 0.57, 0.39], [0.41, 0.70, -0.62], [-0.17, -0.30, -0.32], [-0.28, -0.41, 0.01], [0.44, -0.44, 0.52], [-0.42, 0.31, -0.28], [-0.12, 0.07, -0.05], [0.07, 0.01, -0.05], [0.05, -0.06, -0.11], [0.05, 0.01, 0.13], [0.39, 0.11, -0.42], [-0.32, -0.10, 0.41], [-0.22, -0.10, 0.15], [0.06, -0.02, -0.02], [0.01, 0.06, -0.06], [0.05, 0.05, -0.12], [-0.02, 0.30, 0.48], [0.07, -0.14, -0.60], [0.00, -0.06, -0.26], [-0.08, 0.26, -0.01], [0.06, 0.00, 0.03], [-0.07, 0.01, 0.04], [-0.41, 0.02, -0.73], [0.50, 0.12, 0.44], [0.37, -0.15, 0.62], [-0.07, 0.09, -0.13], [-0.47, 0.04, 0.20], [-0.08, -0.09, 0.00], [-0.25, 0.50, 0.04], [0.18, -0.55, 0.06], [0.01, -0.58, 0.48], [-0.04, 0.07, -0.08], [-0.02, 0.10, -0.04], [0.00, 0.08, 0.05], [0.12, -0.07, -0.59], [-0.23, 0.14, 0.48], [-0.11, 0.03, 0.42], [-0.03, -0.02, -0.09], [0.08, -0.01, 0.00], [-0.21, 0.05, -0.05], [0.33, 0.12, -0.68], [-0.13, -0.16, 0.37], [-0.29, -0.38, 0.48], [0.11, 0.05, 0.02], [0.05, 0.05, -0.03], [-0.01, 0.02, -0.09], [0.25, 0.24, 0.47], [-0.20, -0.15, -0.48], [-0.05, -0.12, -0.28], [0.01, 0.02, 0.11], [-0.09, 0.05, 0.09], [0.05, -0.08, 0.09], [0.01, -0.50, 0.42], [0.08, 0.35, -0.41], [0.00, 0.19, -0.21], [0.06, -0.08, -0.05], [-0.01, -0.12, 0.16], [0.01, 0.05, 0.05], [-0.29, 0.54, 0.08], [0.22, -0.38, -0.08], [0.12, -0.26, 0.00], [-0.08, 0.04, -0.01], [0.02, 0.09, 0.00], [-0.03, 0.06, 0.05], [0.10, -0.07, -0.58], [-0.06, 0.05, 0.57], [-0.04, 0.05, 0.24], [0.01, -0.04, -0.08], [0.06, 0.00, -0.06], [-0.01, 0.01, -0.08], [-0.01, -0.49, -0.33], [-0.01, 0.47, 0.31], [0.00, 0.22, 0.10], [0.02, -0.04, -0.08], [-0.04, -0.05, -0.06], [-0.01, -0.09, -0.01], [-0.12, -0.35, -0.48], [0.02, 0.37, 0.49], [-0.05, 0.19, 0.15], [0.01, -0.05, 0.03], [0.03, -0.02, -0.08], [-0.05, -0.03, -0.04], [-0.38, 0.46, 0.01], [0.36, -0.43, -0.02], [0.62, -0.25, -0.18], [-0.02, 0.08, -0.02], [-0.02, 0.09, 0.03], [-0.08, 0.03, 0.00], [-0.07, 0.14, 0.70], [0.04, -0.11, -0.59], [-0.01, -0.11, -0.22], [-0.08, -0.02, 0.03], [0.01, 0.06, 0.00], [0.11, -0.03, 0.00]], "mulliken_charge": [0.017, -0.436, -0.892, -0.053, 0.699, 0.651, 0.630, -0.893, -0.050, -0.460, -0.342, 0.423, 0.445, 0.308, 0.433, -0.272, -1.198, 0.294, 0.043, -0.008, 0.238, 0.333, -0.413, 0.421, -0.472, 0.071, 0.447, -0.070, -0.763, 0.436, -0.458, 0.239, 0.330, 0.257, -0.408, 0.355, -0.455, -0.001, 0.292, 0.310, -0.444, 0.365, -0.426, 0.075, 0.195, 0.289, -0.825, 0.451, -0.499, 0.269, 0.331, 0.251, -0.141, 0.563, -0.465, 0.343, -0.046, -0.302, -0.304, 0.327, -0.515, 0.324, 0.362, -0.224, -1.049, 0.462, -0.441, 0.368, 0.324, 0.382, -0.109, 0.153, -0.468, 0.104, -0.045, 0.302, -0.787, 0.354, -0.385, 0.252, 0.253, 0.319, -0.655, 0.342, -0.405, 0.223, 0.299, 0.195, -0.785, 0.422, -0.483, 0.265, 0.338, 0.259, -0.626, 0.424, -0.441, 0.075, 0.337, 0.284, -0.658, 0.392, -0.499, 0.154, 0.281, 0.268, -0.520, 0.172, -0.394, 0.257, 0.237, 0.270]}